Run 1
9
Properties=species:S:1:pos:R:3:lowdin_charge:R:1 method="wB97M-V/def2-TZVPD" homo_energy_ha=-0.3170 charge=0 lumo_energy_ev=-0.3
C 1.210 -1.031 0.975 -0.395
C -0.434 1.607 -1.433 -0.135
C 0.114 -1.537 1.404 -0.583
O 2.215 -0.583 0.603 0.171
O -0.173 1.299 -0.289 -0.120
I -1.562 -1.435 0.119 0.862
H 0.294 2.184 -2.008 0.085
H -1.420 1.341 -1.787 0.060
H -0.243 -1.845 2.417 0.054

***

Run 2
9
Properties=species:S:1:pos:R:3:lowdin_charge:R:1 method="wB97M-V/def2-TZVPD" homo_energy_ha=-0.3172 charge=0 lumo_energy_ev=-0.1
C -1.096 0.404 -0.497 -0.120
C -2.153 0.039 -0.050 -0.941
C 1.213 0.175 -0.304 -0.226
O 1.148 -1.134 0.206 0.031
O 1.656 1.105 0.512 0.129
I -4.016 -0.320 0.581 0.782
H 1.383 0.342 -1.284 0.093
H 0.650 -1.619 -0.500 0.132
H 1.216 1.008 1.335 0.118

***

Run 3
9
Properties=species:S:1:pos:R:3:lowdin_charge:R:1 method="wB97M-V/def2-TZVPD" homo_energy_ha=-0.3223 charge=0 lumo_energy_ev=-0.5
C -1.422 -0.467 -0.387 -0.389
C 1.511 0.233 1.532 -0.142
C -1.453 0.039 -1.575 -0.524
O -1.397 -0.982 0.637 0.178
O 1.012 0.938 0.711 -0.026
I 0.347 -0.195 -2.737 0.765
H 1.784 0.518 2.534 0.072
H 1.543 -0.879 1.328 0.094
H -1.923 0.797 -2.042 -0.028

***

So which one is most stable? That would be run 1, about 0.0023 hartree below the next structure.

***

Run 1
25
Properties=species:S:1:pos:R:3:lowdin_charge:R:1 method="wB97M-V/def2-TZVPD" homo_energy_ha=-0.4244 charge=+1 lumo_energy_ev=-3.9
C 1.799 -0.527 -0.828 -0.034
C 1.416 0.847 -0.985 -0.064
C -0.922 0.375 0.795 -0.311
C -1.064 -0.559 -0.359 -0.095
C 1.033 -1.674 -0.569 -0.066
C -0.230 1.507 0.699 -0.028
C 1.057 3.154 -0.613 0.022
C -0.932 -2.968 0.231 -0.010
N -1.785 0.041 1.762 0.155
N 0.732 1.730 -0.293 -0.121
N -0.246 -1.746 -0.230 -0.140
H 2.912 -0.794 -0.880 0.136
H 2.153 1.330 -1.575 0.119
H -2.047 -0.720 -0.715 0.137
H -0.680 0.095 -1.195 0.144
H 1.583 -2.623 -0.337 0.157
H -0.401 2.273 1.499 0.158
H 1.146 3.224 -1.712 0.118
H 0.204 3.713 -0.471 0.060
H 1.836 3.502 0.118 0.134
H -0.875 -3.847 -0.440 0.111
H -0.585 -3.247 1.224 0.095
H -1.958 -2.692 0.499 0.084
H -1.930 0.489 2.662 0.130
H -2.217 -0.885 1.713 0.109

***

Run 2
25
Properties=species:S:1:pos:R:3:lowdin_charge:R:1 method="wB97M-V/def2-TZVPD" homo_energy_ha=-0.4490 charge=+1 lumo_energy_ev=-3.9
C 2.189 -1.470 1.534 -0.071
C 1.014 -2.270 1.467 -0.022
C 2.125 -0.146 1.295 -0.024
C -0.211 -1.730 1.235 -0.029
C 0.858 0.522 0.966 -0.115
C -0.357 -0.320 1.085 -0.294
C 0.747 0.833 -2.809 -0.126
C -0.940 2.256 -2.002 -0.036
N -2.724 -0.353 0.994 0.153
N -1.461 0.352 1.014 0.049
N -0.018 1.439 -1.758 -0.127
H 3.121 -1.952 1.788 0.113
H 1.104 -3.335 1.620 0.123
H 3.008 0.473 1.331 0.122
H -1.081 -2.374 1.213 0.100
H 0.732 1.456 1.517 0.148
H 1.798 1.096 -2.662 0.088
H 0.667 -0.251 -2.702 0.082
H 0.437 1.129 -3.817 0.081
H -1.472 2.689 -1.165 0.064
H -1.231 2.576 -3.006 0.083
H -2.878 -0.951 1.828 0.175
H -2.834 -0.934 0.145 0.177
H -3.438 0.390 0.985 0.175
H 0.845 0.873 -0.098 0.110

***

So which one is most stable? That would be run 1, about 0.0208 hartree below the next structure.

***

Run 1
14
Properties=species:S:1:pos:R:3:lowdin_charge:R:1 method="wB97M-V/def2-TZVPD" homo_energy_ha=-0.3165 charge=0 lumo_energy_ev=1.0
C -1.150 -2.611 -0.718 -0.049
H -0.925 -2.022 0.183 0.000
H -1.530 -2.038 -1.551 0.020
H -0.124 -2.902 -0.964 0.015
H -1.668 -3.488 -0.330 0.020
N -0.601 1.030 0.697 -0.013
C 0.608 1.870 0.707 -0.377
N 1.376 1.704 -0.490 -0.013
H -0.522 0.242 0.062 0.027
H -0.702 0.568 1.593 0.050
H 1.233 1.514 1.544 0.096
H 0.326 2.908 0.854 0.102
H 1.776 0.794 -0.655 0.063
H 1.904 2.432 -0.933 0.059

***

Run 2
14
Properties=species:S:1:pos:R:3:lowdin_charge:R:1 method="wB97M-V/def2-TZVPD" homo_energy_ha=-0.3291 charge=0 lumo_energy_ev=1.1
N 0.058 -3.333 -2.563 -0.097
C -0.888 -2.443 -3.244 -0.214
H 0.027 -4.282 -2.953 0.057
H -0.286 -3.411 -1.599 0.056
H -0.619 -2.240 -4.294 0.067
H -0.937 -1.483 -2.702 0.070
H -1.887 -2.911 -3.221 0.061
N 0.495 2.808 3.798 -0.102
C 0.590 3.033 2.355 -0.208
H 0.380 1.873 4.202 0.060
H 1.272 3.245 4.306 0.054
H -0.125 2.311 1.925 0.069
H 1.600 2.790 1.985 0.061
H 0.321 4.044 2.006 0.067

***

So which one is most stable? That would be run 1, about 0.0038 hartree below the next structure.

***

Run 1
12
Properties=species:S:1:pos:R:3:lowdin_charge:R:1 method="wB97M-V/def2-TZVPD" homo_energy_ha=-0.3756 charge=0 lumo_energy_ev=0.7
C 1.952 0.456 -0.077 -0.373
N 1.956 -0.841 0.344 0.123
O -1.712 1.243 0.248 -0.284
O -1.433 -1.159 0.636 -0.451
O -3.056 -0.261 -1.031 -0.283
O 0.967 1.131 -0.320 -0.009
S -2.425 -0.111 0.476 0.833
H 3.056 0.834 -0.137 0.153
H 2.789 -1.096 0.814 0.075
H -0.787 1.398 -0.003 0.037
H 1.091 -1.239 0.778 0.114
H -2.397 -0.356 -1.727 0.064

***

Run 2
12
Properties=species:S:1:pos:R:3:lowdin_charge:R:1 method="wB97M-V/def2-TZVPD" homo_energy_ha=-0.3789 charge=0 lumo_energy_ev=0.4
C -2.780 -0.348 -0.208 -0.316
N 2.554 -0.101 -0.462 -0.142
O 0.810 1.605 0.337 -0.343
O 0.574 -0.894 0.759 -0.469
O -1.509 -0.276 -0.814 0.000
O -3.792 -0.161 -0.844 0.069
S 1.520 0.170 0.878 0.865
H -2.610 -0.571 0.789 0.108
H 3.371 0.432 -0.337 0.020
H 2.776 -1.096 -0.536 0.067
H -0.091 1.944 0.693 0.121
H -0.822 -0.705 -0.255 0.022

***

So which one is most stable? That would be run 1, about 0.0396 hartree below the next structure.

***

Run 1
20
Properties=species:S:1:pos:R:3:lowdin_spin:R:1 method="wB97M-V/def2-TZVPD" homo_energy_ha="-0.5408 / -0.5611" s_squared=0.774 multiplicity=2 charge=+1 lumo_energy_ev="-4.0 / -6.9"
C 1.912 1.218 0.864 0.513
C 1.636 1.094 -0.497 0.099
N 0.756 0.294 -1.066 0.271
C 0.324 0.608 -2.442 0.023
H 2.902 1.546 1.176 0.025
H 1.022 1.249 1.491 0.025
H 2.404 1.670 -1.057 0.020
H 0.451 -0.614 -0.656 0.006
H 1.141 1.089 -2.994 0.004
H -0.516 1.294 -2.298 0.014
H 0.028 -0.239 -3.032 0.001
H -1.965 0.410 3.190 0.000
H -1.827 1.303 1.974 0.000
O -2.480 0.765 2.448 0.000
H 1.004 -2.719 0.535 0.000
H -0.511 -2.224 0.556 0.000
O 0.333 -2.278 0.006 0.001
H -2.031 -0.917 1.110 0.000
H -2.411 -1.722 -0.118 0.000
O -2.171 -1.828 0.811 0.000

***

Run 2
20
Properties=species:S:1:pos:R:3:lowdin_spin:R:1 method="wB97M-V/def2-TZVPD" homo_energy_ha="-0.4611 / -0.4611" s_squared=0.762 multiplicity=2 charge=+1 lumo_energy_ev="-4.1 / -9.1"
N 0.612 -2.176 -0.614 0.423
C 1.035 -2.345 0.774 0.109
C -0.001 -3.299 2.841 0.221
C 0.070 -3.230 1.469 0.109
H 0.886 -3.075 -1.006 0.010
H 1.086 -1.464 -1.170 0.011
H 1.190 -1.413 1.338 0.014
H 2.026 -2.813 0.636 0.080
H -0.836 -3.867 3.211 0.011
H 0.712 -2.788 3.497 0.008
H -0.842 -3.450 0.889 0.005
H -3.035 4.541 -1.296 0.000
H -3.763 3.954 -2.483 0.000
O -3.724 4.738 -1.932 0.000
H 3.362 1.258 -2.353 0.000
H 2.340 2.341 -2.004 0.000
O 2.512 1.398 -1.936 0.000
H -0.779 3.238 -0.014 0.000
H -1.394 4.588 0.389 0.000
O -1.456 3.864 -0.237 0.000

***

So which one is most stable? That would be run 1, about 0.0729 hartree below the next structure.